Computed, not measured: a structure of composition C43H64CeGeNO6SSe in a non-equilibrium geometry, with wB97M-V/def2-TZVPD.

Geometry as XYZ:
```
118
Properties=species:S:1:pos:R:3:forces:R:3:lowdin_spin:R:1
Ce -0.9033 19.9916 6.2362 -2.1070 -1.6023 0.8528 1.008
C 1.3798 15.1347 12.5397 -0.7835 -0.3989 0.0238 0.000
C 2.1970 16.3758 12.1164 0.7064 -0.8202 0.9615 0.000
C 3.6906 15.8853 12.0054 -0.1511 -0.7371 -0.0877 0.000
C 2.1732 17.3498 13.3478 -1.7381 0.1707 -0.4669 0.000
C 1.6203 16.8831 10.8063 1.0966 0.2737 0.2954 0.000
C 0.9169 18.0878 10.7773 -0.2919 -1.3631 -0.1520 0.000
C 0.4335 18.4973 9.5659 -1.2524 1.2483 0.0691 0.000
Se -0.7160 20.0610 9.5509 1.2478 0.6601 0.3511 -0.001
C -2.4157 19.3577 9.9320 -0.6569 0.4205 -1.0792 0.000
C -3.1661 19.9282 10.9480 1.0221 0.2273 1.2311 0.000
C -4.5201 19.7566 11.0449 -2.1580 -0.1507 -0.1928 0.000
C -5.0872 18.8816 10.0728 -0.1837 0.6225 0.6815 0.000
C -4.3797 18.3384 9.0286 -0.5940 -0.8622 -0.4025 0.000
C -3.0580 18.8095 8.7684 0.4695 0.6105 0.3301 0.000
O -2.4666 18.8732 7.6325 -0.9000 -1.4684 0.2604 -0.002
C -5.1226 17.2351 8.2327 -0.6212 0.2423 0.5187 0.000
C -5.9944 17.8428 7.0917 0.1613 -0.1944 1.3378 0.000
C -6.0318 16.3857 9.2189 -0.0230 0.7899 -0.0376 0.000
C -4.1422 16.2328 7.6835 0.0442 -0.0396 -1.9180 0.000
C -5.4065 20.3592 12.2088 1.7680 -0.6976 -0.2038 0.000
C -6.8737 19.9857 11.9358 0.4191 1.1483 -0.7039 0.000
C -5.1358 21.8891 12.4744 -0.8521 -0.8971 -0.1735 0.000
C -4.9677 19.6148 13.4856 -0.4377 0.1543 0.9379 0.000
C 0.6499 17.8345 8.3479 0.5735 0.4318 -1.5244 0.000
O 0.4638 18.3986 7.1858 -0.2502 -0.5977 1.0215 -0.002
C 1.2131 16.5530 8.4038 0.9105 -1.2387 0.8256 0.000
C 1.8000 16.1432 9.6235 -0.5566 0.7295 0.1458 0.000
C 1.2439 15.5512 7.2270 0.2983 0.8696 0.8802 0.000
C 2.7127 15.1703 6.9269 0.2446 -0.2962 1.0201 0.000
C 0.6271 14.2421 7.7841 -1.2134 0.2868 0.0181 0.000
C 0.5628 16.0304 5.9141 -0.2825 0.0910 0.1126 0.000
H 1.7283 14.7725 13.5253 -0.2084 0.0710 -0.2535 0.000
H 0.2688 15.3795 12.6099 1.3759 -0.3715 -0.1685 0.000
H 1.5421 14.2963 11.8124 -0.3522 0.7422 0.4946 0.000
H 4.0670 15.3952 12.9500 -0.6378 0.3710 -0.7491 0.000
H 3.8510 15.1495 11.1670 -0.2307 0.7444 0.8225 0.000
H 4.3430 16.7311 11.8402 0.2127 0.3148 -0.2452 0.000
H 2.5587 16.7425 14.1691 0.0079 0.3465 0.2229 0.000
H 2.7544 18.2806 13.2426 -0.0606 -0.4622 -0.1857 0.000
H 1.0941 17.6728 13.6084 1.6171 -0.5994 -0.3645 0.000
H 0.5791 18.5701 11.6881 0.3456 0.2086 -0.1374 0.000
H -2.6283 20.5034 11.7299 -0.2917 -0.3044 -0.5490 0.000
H -6.1564 18.5992 10.0777 0.8438 0.3217 0.2875 0.000
H -6.7731 18.4538 7.5974 0.2359 -0.3176 -0.6127 0.000
H -5.4170 18.4753 6.4219 0.1246 0.0261 0.0276 0.000
H -6.4154 16.9982 6.5501 -0.4012 0.0977 -0.2545 0.000
H -7.0849 16.7343 9.3121 0.6503 0.0713 0.0129 0.000
H -6.0893 15.3678 8.8509 -0.0225 -0.2616 -0.1127 0.000
H -5.5603 16.3740 10.2186 -0.3077 -0.0940 -0.4181 0.000
H -3.5498 16.7562 6.9119 0.2413 -0.4281 0.4786 0.000
H -3.5178 15.7934 8.4470 0.3470 0.0038 0.2325 0.000
H -4.6749 15.4045 7.1526 0.2394 0.5051 0.4082 0.000
H -7.1487 20.3927 10.9548 -0.1160 0.1537 0.1577 0.000
H -6.9854 18.9133 11.8086 -0.0882 -0.0848 0.5485 0.000
H -7.5524 20.4099 12.6721 -0.0786 -0.1643 0.2630 0.000
H -5.6073 22.4791 11.6555 0.2755 -0.0941 0.7939 0.000
H -5.5520 22.0838 13.5008 0.1121 0.3504 -1.0731 0.000
H -4.0597 22.1178 12.5131 -0.3620 -0.2239 -0.1383 0.000
H -5.3659 18.6093 13.4388 0.0688 -0.4524 -0.0260 0.000
H -3.8780 19.5237 13.6458 -0.4794 0.3454 -0.2183 0.000
H -5.4433 20.0729 14.3946 0.4483 -0.2179 -0.5483 0.000
H 2.4342 15.2486 9.7019 -0.5543 0.2399 -0.3028 0.000
H 2.9312 14.3000 7.5781 0.3352 0.3397 -0.4851 0.000
H 2.7809 14.8542 5.9026 0.3448 -0.1651 -0.5875 0.000
H 3.4790 15.9280 7.1766 -0.6056 -0.0688 -0.3967 0.000
H 1.2770 13.7979 8.5562 -0.2912 0.2210 -0.2927 0.000
H -0.4037 14.3903 8.2777 1.3842 -0.2542 -1.1399 0.000
H 0.6300 13.5807 6.9063 -0.5308 -0.3721 0.4124 0.000
H 1.1135 16.8707 5.4513 -0.1943 -0.5358 0.3383 0.000
H 0.5710 15.1800 5.2038 -0.1351 0.2599 0.2387 0.000
H -0.4795 16.4110 6.0476 0.8136 -0.5383 0.0062 0.000
O 0.6949 21.1460 6.6597 1.4333 -0.9278 0.7810 -0.006
O -2.5840 18.8352 1.7849 0.2131 -0.1740 0.2080 0.006
S -2.1094 19.6759 2.8979 1.5686 -0.6741 2.1833 0.006
N -1.2493 19.1498 4.0444 -1.9820 0.5060 -3.7224 -0.008
C 1.4379 26.5600 0.0660 1.3781 0.0678 -1.0099 0.000
C 0.6370 25.3498 0.5209 -0.7879 0.1065 0.7486 0.000
C 0.1711 25.5417 2.0050 -0.5593 0.4920 -0.4709 0.000
C 1.2898 25.9696 2.9777 -0.6605 -0.2695 1.1065 0.000
Ge 2.1326 24.2858 3.7009 -0.4138 -1.6615 -1.1466 0.000
C 3.7831 25.3360 4.9205 1.1343 0.5893 2.0723 0.000
C 4.9285 24.5825 4.8301 -1.9028 0.0619 1.6075 0.000
C 5.4312 23.6045 5.8563 1.6503 -0.1276 -0.6114 0.000
C 4.5385 23.2652 7.0126 -0.0451 -1.0486 0.8605 0.000
H 1.3848 26.7757 -1.0193 0.0662 -0.5223 0.2958 0.000
H 2.5451 26.4112 0.3059 -1.4477 0.4135 -0.2083 0.000
H 1.0871 27.4954 0.4979 0.0365 -0.0483 0.4452 0.000
H 1.2321 24.4377 0.4637 0.2631 0.0900 0.1150 0.000
H -0.2383 25.1028 -0.1168 0.3322 0.5554 0.3217 0.000
H -0.2122 24.5782 2.3130 -0.3293 -0.4253 0.2537 0.000
H -0.7406 26.2353 2.1152 1.3666 -0.7627 -0.5032 0.000
H 0.8233 26.4985 3.8183 0.2733 0.2906 -0.2801 0.000
H 2.0956 26.5430 2.5421 -0.0547 0.4224 -0.2194 0.000
H 1.3442 23.9811 5.0538 -0.0068 0.4730 -0.0930 0.000
H 3.1512 25.3498 5.8720 1.1292 -0.2133 -1.3742 0.000
H 3.6422 26.2462 4.3285 0.1124 -0.5623 -0.2779 0.000
H 5.5422 24.5703 3.9763 0.5310 0.6065 -1.2340 0.000
H 1.0848 21.9458 6.4917 1.3852 3.0660 -0.5544 0.000
H 6.3029 24.0845 6.3737 -0.3788 0.2512 -0.7553 0.000
H 6.0043 22.7625 5.3241 -1.3618 0.7211 0.7368 0.000
H 3.9424 24.1238 7.2890 0.1082 0.3236 0.3420 0.000
H 5.2033 22.9715 7.8543 -0.7153 0.2109 -0.2959 0.000
H 3.8077 22.4642 6.8880 0.1891 -0.0971 -0.4014 0.000
O -3.8831 21.2191 6.4180 -0.0834 2.8136 -2.4494 0.000
C -3.1902 22.1439 5.8715 1.2223 -2.9434 2.8893 0.000
O -1.8895 22.1077 6.1862 -2.8003 2.4982 -1.9108 -0.002
C -3.6855 23.2636 4.8959 -0.6062 0.6955 -0.2024 0.000
C -3.0499 24.5038 4.8720 0.8014 -0.5430 0.4970 0.000
C -3.3252 25.4287 3.8640 0.8543 1.2093 0.7665 0.000
C -4.0518 25.0923 2.7599 -0.3658 -0.6537 -0.3157 0.000
C -4.6935 23.8461 2.7215 0.5846 1.5947 1.0218 0.000
C -4.7153 23.1548 3.9041 0.7732 -3.0454 0.8346 0.000
H -2.2690 24.6946 5.6193 -0.3456 0.0041 -0.3269 0.000
H -2.8903 26.4467 3.9189 -0.1566 -0.7528 0.0138 0.000
H -4.1576 25.8077 1.9756 0.0712 0.2326 -0.6622 0.000
H -5.0828 23.4269 1.8287 -0.9602 -0.0223 -0.5098 0.000
H -5.4028 22.3070 3.9632 0.5018 -0.1576 0.0155 0.000
```
Forces are in eV/Å.

The energy relative to the best compared isomer or geometry (same formula, charge and spin) comes out at 112.9 kJ/mol. The charge is -2. For the highest occupied orbital energy (spin up / spin down), the calculation gives -1.1 / -1.8 eV. The spin multiplicity is 2. As for the expectation value of S²: 0.751. The LUMO energy (spin up / spin down) comes out at 3.045 / 3.044 eV. The total energy is -205030.3774 eV.